# 1
C4H8N2O8 in the gas phase, computed with the ωB97M-V functional and the def2-TZVPD basis.

Output
energy above the lowest of the compared OMol25 structures with the same formula, charge and spin	631.0	kJ/mol
LUMO level	-0.67	eV
highest occupied orbital energy	-0.3955	hartree
net charge	0
orbital gap	10.09	eV
SMILES	CC[C@H](CO[N+](=O)[O-])OOO[N+](=O)[O-]

Each line ends with the natural charge from an NBO analysis.
Atoms and positions in Å:
1 C 2.10 0.92 0.93  -0.605
2 C 0.80 0.21 1.30  -0.438
3 C -0.38 0.70 0.52  0.057
4 C -1.67 0.65 1.32  -0.121
5 O -2.78 0.65 0.47  -0.372
6 N -2.81 -0.79 -0.07  0.714
7 O -3.29 -0.93 -1.15  -0.279
8 O -2.44 -1.62 0.74  -0.344
9 O -0.71 -0.05 -0.68  -0.252
10 O 0.56 -0.42 -1.24  -0.059
11 O 0.99 -0.07 -2.53  -0.131
12 N 1.43 -1.42 -3.10  0.686
13 O 0.54 -2.25 -3.15  -0.271
14 O 2.57 -1.41 -3.53  -0.288
15 H 2.93 0.51 1.51  0.214
16 H 2.27 0.73 -0.13  0.220
17 H 2.06 1.98 1.13  0.206
18 H 0.87 -0.89 1.26  0.232
19 H 0.60 0.41 2.36  0.210
20 H -0.25 1.71 0.14  0.184
21 H -1.58 -0.20 2.00  0.215
22 H -1.83 1.58 1.88  0.220

# 2
2 unconnected molecules or ions with the total composition C6H11N2OP, computed with the ωB97M-V functional and the def2-TZVPD basis.

Output
energy above the lowest of the compared OMol25 structures with the same formula, charge and spin	449.0	kJ/mol
LUMO level (alpha / beta)	-0.15 / -0.15	eV
highest occupied orbital energy (alpha / beta)	-0.3159 / -0.3159	hartree
net charge	0
orbital gap (alpha / beta)	8.45 / 8.45	eV

Each line ends with the natural charge from an NBO analysis.
Atoms and positions in Å:
1 C 2.45 -1.68 -0.45  -0.281
2 C 1.14 -1.82 -0.77  -0.624
3 C -1.35 1.96 -1.11  -0.316
4 C -0.47 1.74 -2.38  -0.290
5 C -0.76 -0.77 2.35  -0.215
6 C 0.07 0.46 2.26  -0.214
7 N 0.12 1.62 -1.07  -0.510
8 N 0.07 -0.59 1.27  -0.799
9 O -1.58 -1.05 -0.73  -1.054
10 P -0.20 -0.69 -0.38  2.015
11 H 3.19 -2.52 -0.45  0.205
12 H 2.96 -0.78 -0.19  0.203
13 H 0.78 -2.87 -1.07  0.253
14 H -1.60 2.97 -0.70  0.197
15 H -2.07 1.19 -0.94  0.221
16 H -0.89 0.89 -2.80  0.197
17 H -0.10 2.49 -3.03  0.202
18 H -0.55 -1.37 3.18  0.181
19 H -1.75 -0.94 2.07  0.205
20 H -0.32 1.45 1.99  0.224
21 H 0.88 0.31 2.97  0.198

# 3
C3H5NO3 in the gas phase, computed with the ωB97M-V functional and the def2-TZVPD basis.

Output
energy above the lowest of the compared OMol25 structures with the same formula, charge and spin	0.0	kJ/mol
LUMO level (alpha / beta)	0.43 / -1.78	eV
highest occupied orbital energy (alpha / beta)	-0.1902 / -0.3605	hartree
net charge	0
orbital gap (alpha / beta)	5.60 / 8.03	eV
multiplicity	3
<S²>	2.01

Each line ends with the Mulliken spin population.
Atoms and positions in Å:
1 C 0.22 1.39 0.20  0.809
2 C -0.05 0.13 -0.17  0.699
3 C -0.07 -1.13 0.84  0.066
4 N -0.62 -2.19 0.27  0.037
5 O 0.43 -1.07 1.93  0.099
6 O 0.46 2.49 -0.60  0.045
7 O -0.29 -0.06 -1.52  0.174
8 H 0.41 1.56 1.19  0.050
9 H -0.78 -1.95 -0.73  -0.001
10 H -0.86 -3.05 0.75  -0.003
11 H 1.18 3.10 -0.35  0.027
12 H -0.02 0.78 -1.82  -0.002

# 4
2 unconnected molecules or ions with the total composition C2H7N2, computed with the ωB97M-V functional and the def2-TZVPD basis.

Output
energy above the lowest of the compared OMol25 structures with the same formula, charge and spin	685.2	kJ/mol
LUMO level	-9.16	eV
highest occupied orbital energy	-0.4934	hartree
net charge	+1
orbital gap	4.27	eV

Each line ends with the natural charge from an NBO analysis.
Atoms and positions in Å:
1 C -0.19 0.01 0.09  0.254
2 C -0.21 1.28 0.42  -0.094
3 N -1.05 2.17 1.28  -0.644
4 N 1.28 -2.92 -1.51  -0.994
5 H -0.48 -0.77 0.78  0.239
6 H 0.37 1.99 -0.10  0.275
7 H -1.68 2.86 0.85  0.443
8 H -1.44 1.61 2.03  0.408
9 H 0.97 -3.25 -2.41  0.387
10 H 2.28 -2.88 -1.51  0.382
11 H 0.76 -2.06 -1.10  0.344

# 5
A molecular structure, C44H35NO3OsP, computed with the ωB97M-V functional and the def2-TZVPD basis.

Output
LUMO level (alpha / beta)	-3.21 / -6.52	eV
highest occupied orbital energy (alpha / beta)	-0.3254 / -0.3603	hartree
net charge	+1
orbital gap (alpha / beta)	5.64 / 3.28	eV
multiplicity	5
<S²>	6.05

Each line ends with the Mulliken spin population.
Atoms and positions in Å:
1 Os 0.14 0.39 0.48  2.370
2 C -2.91 -0.73 -5.76  0.000
3 O -1.60 -1.39 -5.61  0.001
4 C -0.80 -1.05 -4.55  -0.002
5 C 0.54 -1.65 -4.55  0.010
6 C 1.44 -1.27 -3.61  0.006
7 C 1.06 -0.38 -2.49  0.048
8 C 2.11 0.12 -1.66  -0.048
9 C 3.56 0.13 -2.22  0.007
10 O 1.92 0.69 -0.53  0.146
11 C -0.37 -0.08 -2.39  0.009
12 O -0.96 0.45 -1.34  -0.013
13 C -1.25 -0.39 -3.44  -0.006
14 H -3.37 -1.06 -6.67  0.000
15 H -2.68 0.38 -5.86  0.000
16 H -3.51 -0.86 -4.87  0.000
17 H 0.82 -2.32 -5.31  0.001
18 H 2.48 -1.57 -3.70  -0.001
19 H 3.63 0.86 -3.05  0.003
20 H 3.81 -0.87 -2.58  0.003
21 H 4.19 0.46 -1.36  -0.004
22 H -2.23 -0.09 -3.16  0.000
23 C 4.18 -4.08 0.43  0.003
24 C 4.17 -2.77 0.88  0.003
25 C 2.95 -2.08 0.99  -0.005
26 C 1.71 -2.75 0.95  0.039
27 C 1.74 -4.09 0.74  0.018
28 C 2.96 -4.73 0.44  0.005
29 P 0.12 -1.75 1.14  0.143
30 C -1.11 -2.91 0.56  0.013
31 C -0.83 -3.70 -0.58  0.038
32 C -1.86 -4.38 -1.26  -0.005
33 C -3.12 -4.40 -0.69  0.016
34 C -3.43 -3.70 0.48  0.000
35 C -2.46 -2.90 1.02  0.049
36 C -0.13 -1.63 2.89  0.041
37 C -0.47 -2.64 3.78  -0.011
38 C -0.03 -2.59 5.12  0.063
39 C 0.58 -1.44 5.59  0.151
40 C 1.05 -0.43 4.70  -0.062
41 C 1.92 0.64 5.06  0.186
42 C 2.40 1.48 4.09  -0.029
43 C 2.01 1.41 2.72  0.158
44 C 1.04 0.48 2.37  -0.001
45 C 0.65 -0.44 3.32  0.204
46 H 5.11 -4.61 0.24  0.000
47 H 5.11 -2.26 0.90  0.000
48 H 3.06 -0.97 1.16  0.009
49 H 0.83 -4.77 0.80  0.002
50 H 2.92 -5.77 0.07  0.001
51 H 0.13 -3.54 -1.02  0.002
52 H -1.69 -5.01 -2.15  0.000
53 H -3.86 -5.06 -1.10  0.001
54 H -4.45 -3.74 0.85  0.000
55 H -2.68 -2.27 1.89  -0.001
56 H -0.98 -3.52 3.41  -0.008
57 H -0.21 -3.43 5.79  0.004
58 H 0.73 -1.30 6.67  0.004
59 H 2.27 0.83 6.12  0.000
60 H 3.13 2.24 4.40  0.003
61 H 2.59 1.99 1.98  -0.005
62 N -0.85 1.79 0.96  0.181
63 C -1.04 3.03 0.56  -0.042
64 C -0.02 3.72 -0.21  0.142
65 C 1.35 3.55 0.03  0.025
66 C 2.32 4.16 -0.79  0.001
67 C 1.90 4.88 -1.90  0.016
68 C 0.57 5.09 -2.17  -0.008
69 C -0.39 4.43 -1.35  0.017
70 C -2.35 3.67 0.79  0.059
71 C -3.39 2.94 1.31  0.043
72 C -4.66 3.48 1.54  -0.022
73 C -4.93 4.82 1.19  0.036
74 C -3.86 5.59 0.79  -0.012
75 C -2.64 5.03 0.51  0.028
76 H 1.68 2.96 0.87  -0.025
77 H 3.38 4.02 -0.59  0.000
78 H 2.64 5.21 -2.63  0.001
79 H 0.20 5.72 -2.98  0.001
80 H -1.45 4.58 -1.57  0.000
81 H -3.30 1.89 1.51  0.000
82 H -5.39 2.75 1.81  0.000
83 H -5.96 5.17 1.17  0.001
84 H -4.00 6.59 0.46  0.000
85 H -1.88 5.75 0.15  0.001